[1]
Molecular formula: C35H30N11O6SbSe4Ti
Method: DFT, ωB97M-V with the def2-TZVPD basis set

Geometry as ORCA input:
```
! RIJCOSX wB97M-V def2-TZVPD def2/J DEFGRID3
* xyz -1 2
Ti 0.671 0.715 -2.478
O 2.308 0.773 -3.362
C 2.817 1.814 -3.957
C 2.492 3.157 -3.583
C 3.235 4.206 -4.142
C 3.044 5.497 -3.721
C 2.115 5.828 -2.743
C 1.351 4.814 -2.201
C 1.496 3.484 -2.612
O 0.669 2.577 -2.127
N 3.854 6.573 -4.332
O 4.687 6.261 -5.160
O 3.645 7.714 -3.968
H 3.565 1.619 -4.717
H 3.971 3.996 -4.906
H 1.990 6.858 -2.446
H 0.593 5.028 -1.459
Se -1.942 -4.178 -5.243
Sb -1.053 -2.209 -6.440
Se -0.541 1.510 -4.543
Se -0.154 -0.731 -4.203
Se 1.063 -2.841 -7.444
C 3.489 -2.103 -1.714
C 1.990 -2.105 -1.860
O 1.302 -1.093 -1.611
N 1.459 -3.227 -2.302
C 0.057 -3.557 -2.445
C -0.803 -3.259 -1.253
C -2.181 -3.357 -1.446
C -3.010 -3.137 -0.369
C -2.444 -2.829 0.863
C -1.066 -2.767 0.951
N -0.246 -2.982 -0.083
H 3.944 -2.138 -2.706
H 3.819 -2.971 -1.144
H 3.816 -1.202 -1.207
H 2.111 -3.933 -2.606
H 0.004 -4.632 -2.618
H -0.359 -3.104 -3.344
H -2.564 -3.596 -2.434
H -4.085 -3.199 -0.485
H -3.063 -2.657 1.732
H -0.581 -2.543 1.894
C 3.142 0.829 3.503
N 2.718 0.978 2.116
C 1.543 1.352 1.602
N 1.575 1.354 0.288
C 2.865 0.973 0.039
N 3.587 0.724 1.105
C 2.533 -0.350 4.227
C 3.317 -1.213 4.977
C 2.733 -2.249 5.701
C 1.362 -2.442 5.674
C 0.575 -1.583 4.917
C 1.159 -0.549 4.207
C -0.888 -1.744 4.851
N -1.660 -2.552 5.477
N -2.974 -2.258 5.023
C -2.841 -1.309 4.170
O -1.556 -0.922 4.008
C -3.861 -0.638 3.345
C -5.190 -1.038 3.431
C -6.130 -0.441 2.608
C -5.746 0.533 1.693
C -4.420 0.932 1.607
C -3.968 1.930 0.565
N -3.108 1.327 -0.437
C -1.782 1.275 -0.502
N -1.411 0.537 -1.528
C -2.596 0.151 -2.089
N -3.651 0.599 -1.453
C -3.484 0.347 2.450
H 2.889 1.747 4.037
H 4.224 0.742 3.463
H 0.703 1.652 2.209
H 3.274 0.898 -0.956
H 4.392 -1.077 5.005
H 3.357 -2.913 6.284
H 0.895 -3.241 6.235
H 0.517 0.114 3.645
H -5.468 -1.813 4.132
H -7.166 -0.747 2.666
H -6.482 0.974 1.032
H -3.414 2.750 1.023
H -4.827 2.336 0.034
H -1.112 1.792 0.167
H -2.649 -0.481 -2.961
H -2.442 0.637 2.384
*
```

## Properties
Electronic energy (hartree): -13101.11324
HOMO energy (eV): -3.38
LUMO energy (eV): 0.9
Orbital gap (Eh): 0.1588

[2]
Molecular formula: C35H30N7O2Pm
Method: DFT, ωB97M-V with the def2-TZVPD basis set

Geometry as ORCA input:
```
! RIJCOSX wB97M-V def2-TZVPD def2/J DEFGRID3
* xyz 2 5
Pm 0.225 -0.165 0.089
C 3.465 -1.499 -0.802
C 2.884 -0.931 -2.101
C 1.690 -1.719 -2.583
C 1.854 -2.745 -3.498
C 0.742 -3.445 -3.938
C -0.511 -3.092 -3.457
C -0.593 -2.077 -2.533
N 0.484 -1.406 -2.079
N 2.786 -0.960 0.411
C 2.874 -1.957 1.500
C 1.930 -1.728 2.656
C 2.273 -2.166 3.924
C 1.347 -2.055 4.949
C 0.107 -1.496 4.677
C -0.149 -1.073 3.392
N 0.736 -1.188 2.391
C 3.501 0.283 0.799
C 2.781 1.147 1.807
C 3.448 1.705 2.880
C 2.752 2.540 3.745
C 1.411 2.791 3.507
C 0.822 2.200 2.408
N 1.489 1.398 1.569
H 4.536 -1.296 -0.742
H 3.351 -2.581 -0.813
H 3.653 -0.955 -2.871
H 2.609 0.119 -1.971
H 2.842 -2.976 -3.875
H 0.849 -4.243 -4.662
H -1.409 -3.592 -3.794
H -1.555 -1.766 -2.146
H 3.900 -2.027 1.873
H 2.630 -2.932 1.075
H 3.252 -2.591 4.104
H 1.591 -2.398 5.947
H -0.645 -1.387 5.447
H -1.102 -0.615 3.147
H 3.649 0.884 -0.100
H 4.493 0.037 1.186
H 4.498 1.495 3.036
H 3.254 2.988 4.594
H 0.831 3.433 4.156
H -0.224 2.380 2.178
O -5.690 3.593 1.763
C -5.821 2.434 1.360
O -6.742 1.675 1.041
C -4.418 1.803 0.990
C -4.247 0.422 1.007
C -2.980 -0.072 0.823
N -2.001 0.708 0.309
C -2.238 2.019 0.096
C -3.372 2.623 0.587
C -1.195 2.763 -0.657
C -1.414 4.062 -1.086
C -0.419 4.725 -1.783
C 0.778 4.072 -2.040
C 0.918 2.780 -1.585
N -0.037 2.128 -0.910
C -2.636 -1.503 1.012
C -3.516 -2.400 1.598
C -3.181 -3.741 1.656
C -1.963 -4.161 1.139
C -1.125 -3.208 0.609
N -1.444 -1.906 0.541
H -5.120 -0.199 1.178
H -3.506 3.697 0.650
H -2.362 4.543 -0.893
H -0.577 5.740 -2.126
H 1.580 4.548 -2.586
H 1.840 2.239 -1.770
H -4.455 -2.048 2.003
H -3.866 -4.456 2.096
H -1.671 -5.203 1.153
H -0.158 -3.487 0.203
*
```

## Properties
Electronic energy (hartree): -2493.53541
HOMO energy (spin up / spin down) (eV): -11.92 / -11.92
LUMO energy (spin up / spin down) (eV): -6.3 / -6.2
Orbital gap (spin up / spin down) (Eh): 0.2078 / 0.2101